Computed, not measured: a structure of composition C6H15NO2 at a distorted geometry, with the ωB97M-V functional and the def2-TZVPD basis.

Cartesian coordinates (Å):
1 C -0.32473 -0.62623 0.55930
2 C -0.08341 0.55249 -0.37143
3 C -0.82929 -0.27726 1.95689
4 C -0.18371 1.97858 0.07121
5 C 0.25727 0.32354 -1.81271
6 C 2.05052 -1.50586 -0.11393
7 N 1.30208 -0.44893 0.54129
8 O -0.86466 -1.66382 -0.00605
9 O -2.33090 0.14729 -1.02630
10 H -1.95782 -0.77819 -0.74897
11 H -3.07945 0.31808 -0.44182
12 H 1.77230 0.01229 1.30663
13 H -1.83126 0.14815 1.89449
14 H -0.20044 0.44523 2.48640
15 H -0.86511 -1.20305 2.52888
16 H -0.71098 2.57496 -0.67389
17 H 1.26376 0.69837 -2.01205
18 H -0.68349 2.13203 1.02469
19 H 0.82328 2.39104 0.17588
20 H -0.43183 0.89141 -2.43540
21 H 0.19539 -0.73171 -2.06529
22 H 2.77548 -1.93536 0.57860
23 H 1.34842 -2.28668 -0.41356
24 H 2.58857 -1.15636 -1.00287

E_HOMO   -8.461 eV
LUMO level   0.7083 eV
Relative energy (zero: lowest compared OMol25 entry of this formula, charge and spin)   3.2459 eV
Frontier orbital gap   9.17 eV
Strongest force on any atom   1.83 eV/A
DFT total energy   -12048.165 eV

=====

Computed, not measured: a cluster of 8 separate species, C44H75ClN9O in total, with the ωB97M-V functional and the def2-TZVPD basis.

Cartesian coordinates (Å):
1 C 5.17804 1.94327 0.98703
2 C 3.89634 1.70649 1.23662
3 C 2.80294 2.14023 0.29227
4 C 1.54243 1.34885 0.37190
5 N 0.93224 1.29897 1.57112
6 C -0.25532 0.69477 1.84906
7 C -0.65705 0.81739 3.28729
8 N -0.66570 2.23571 3.65786
9 C -0.63112 2.41629 5.11676
10 C -0.91667 0.09720 0.81759
11 C -2.27183 -0.53864 0.96819
12 Cl -2.18746 -2.17357 0.28605
13 C -3.39409 0.35275 0.37412
14 C -4.39853 -0.30382 -0.55962
15 C -0.29293 0.08777 -0.43572
16 C 0.92402 0.69365 -0.68350
17 C 1.51553 0.66073 -2.07805
18 O 2.89059 0.38713 -2.12593
19 C 3.30706 -0.83031 -1.50709
20 C 2.67387 -2.08978 -2.06709
21 H 5.94852 1.77045 1.72382
22 H 5.49433 2.33680 0.02900
23 H 3.61260 1.19837 2.15372
24 H 3.17068 2.15566 -0.72822
25 H 2.53504 3.17076 0.55805
26 H 1.36720 1.79464 2.34399
27 H -1.59556 0.30030 3.48955
28 H 0.10308 0.32194 3.89683
29 H -1.54012 2.63418 3.33215
30 H -1.01701 3.40071 5.36772
31 H 0.39530 2.36244 5.47575
32 H -1.22861 1.67447 5.65289
33 H -2.48218 -0.68940 2.02177
34 H -2.93483 1.19353 -0.14802
35 H -3.94240 0.77779 1.21651
36 H -5.01054 -1.03665 -0.03719
37 H -3.92120 -0.76766 -1.41891
38 H -5.07389 0.46404 -0.93577
39 H -0.81011 -0.41448 -1.24512
40 H 1.37247 1.63601 -2.54801
41 H 0.93342 -0.04722 -2.67131
42 H 3.17086 -0.77364 -0.42023
43 H 4.38214 -0.86339 -1.67408
44 H 1.59546 -2.01659 -2.19354
45 H 2.87205 -2.91074 -1.37737
46 H 3.13431 -2.35864 -3.01603
47 C 0.36566 3.02515 -5.42483
48 C -1.11893 3.33038 -5.58264
49 C -1.89482 3.19989 -4.26520
50 C -1.81781 1.84392 -3.72741
51 N -1.75060 0.75464 -3.35775
52 H 0.52873 1.99373 -5.10557
53 H 0.88808 3.16134 -6.37030
54 H 0.82841 3.68895 -4.69053
55 H -1.55944 2.66260 -6.32383
56 H -1.25482 4.34747 -5.95021
57 H -2.94540 3.44748 -4.42054
58 H -1.49431 3.88908 -3.51862
59 C -7.25022 6.48864 -2.91926
60 C -6.97922 4.99956 -3.08323
61 C -5.49890 4.69940 -3.35594
62 C -5.03330 5.33615 -4.58811
63 N -4.68354 5.84962 -5.55762
64 H -7.01456 7.03587 -3.83297
65 H -8.30213 6.65881 -2.69369
66 H -6.65901 6.91448 -2.10519
67 H -7.58541 4.60102 -3.89486
68 H -7.27355 4.46862 -2.17576
69 H -5.34170 3.62284 -3.44925
70 H -4.87386 5.06046 -2.53557
71 C 0.85409 -6.25854 3.46547
72 C -0.03766 -5.38340 2.59459
73 C 0.60683 -4.03516 2.24991
74 C 0.87540 -3.22106 3.43385
75 N 1.08379 -2.54590 4.34442
76 H 1.05268 -5.78693 4.42983
77 H 0.38164 -7.22149 3.65594
78 H 1.81033 -6.45225 2.97755
79 H -0.99199 -5.20853 3.09609
80 H -0.25853 -5.90051 1.65979
81 H -0.04880 -3.43898 1.62064
82 H 1.54831 -4.18155 1.71504
83 C -12.44688 7.11157 -6.43936
84 C -12.74690 6.89043 -4.96222
85 C -11.48345 6.89377 -4.09190
86 C -10.55540 5.83198 -4.47524
87 N -9.84317 4.98045 -4.78082
88 H -11.82398 6.31147 -6.84114
89 H -13.36935 7.13526 -7.01807
90 H -11.92706 8.05802 -6.59831
91 H -13.27054 5.94274 -4.82711
92 H -13.41017 7.67556 -4.59680
93 H -11.73707 6.75328 -3.04034
94 H -10.96070 7.84795 -4.18361
95 C 10.50441 0.35300 2.97619
96 C 10.75523 1.47016 1.97148
97 C 9.45949 2.05790 1.39746
98 C 8.67461 1.05055 0.68550
99 N 8.08153 0.23861 0.12274
100 H 9.99380 -0.49093 2.51030
101 H 11.44525 -0.01417 3.38376
102 H 9.89266 0.70279 3.81006
103 H 11.37241 1.10088 1.15124
104 H 11.31005 2.27932 2.44788
105 H 9.67721 2.86694 0.69928
106 H 8.84165 2.46847 2.19900
107 C 7.20341 -4.58161 -1.13717
108 C 6.99032 -3.09611 -0.87306
109 C 6.20819 -2.82828 0.42020
110 C 4.87822 -3.43399 0.38190
111 N 3.85311 -3.95922 0.35748
112 H 6.25476 -5.10333 -1.26877
113 H 7.79015 -4.72804 -2.04310
114 H 7.73747 -5.05564 -0.31196
115 H 6.46243 -2.63996 -1.71269
116 H 7.95372 -2.58966 -0.79591
117 H 6.09140 -1.75701 0.58975
118 H 6.73813 -3.24475 1.27876
119 C -0.23437 -8.90730 6.92657
120 C -0.00714 -10.41379 6.94436
121 C 1.31236 -10.82407 6.27915
122 C 1.36069 -10.42911 4.87283
123 N 1.39909 -10.11025 3.76724
124 H -0.30067 -8.53048 5.90488
125 H -1.16366 -8.65267 7.43534
126 H 0.57861 -8.38014 7.42928
127 H -0.83296 -10.91946 6.44138
128 H 0.00619 -10.77338 7.97420
129 H 1.45108 -11.90453 6.32881
130 H 2.15708 -10.35781 6.78950

E_HOMO   -12.295 eV
LUMO level   -3.2188 eV
Relative energy (zero: lowest compared OMol25 entry of this formula, charge and spin)   0.0000 eV
Frontier orbital gap   9.08 eV
Strongest force on any atom   0.76 eV/A
Total charge   +1
DFT total energy   -74818.595 eV

=====

Computed, not measured: an isolated molecule of C5H6N2 at a distorted geometry, with the ωB97M-V functional and the def2-TZVPD basis.

Cartesian coordinates (Å):
1 N 1.85928 -0.27884 1.82735
2 C 0.97382 -0.64763 1.17289
3 C 0.99330 0.55191 -0.89243
4 C -0.00117 -0.49353 -0.96542
5 C -0.12001 -1.28437 0.33287
6 C -1.11774 1.46102 0.18356
7 N -0.22021 0.90161 -0.58725
8 H 1.97376 0.89376 -1.11703
9 H -0.36450 -0.84274 -1.93251
10 H -1.14204 -1.24615 0.74214
11 H 0.09154 -2.33795 0.22236
12 H -2.10412 1.01447 0.23030
13 H -0.82191 2.30844 0.78316

E_HOMO   -7.244 eV
LUMO level   0.7588 eV
Relative energy (zero: lowest compared OMol25 entry of this formula, charge and spin)   4.9887 eV
Frontier orbital gap   8.00 eV
Strongest force on any atom   1.56 eV/A
DFT total energy   -8257.370 eV

=====

Computed, not measured: a structure of composition C27H47NbO17PS at a distorted geometry, with the ωB97M-V functional and the def2-TZVPD basis.

Cartesian coordinates (Å):
1 C -4.08592 3.81148 0.85365
2 C -2.93039 4.71713 0.61353
3 C -1.41787 4.56589 1.22448
4 Nb -1.28157 4.48096 3.49458
5 C -3.35770 5.35526 3.82505
6 C -4.49536 4.24323 4.32115
7 O -5.79493 4.99111 4.38571
8 C -6.79471 3.90496 4.11851
9 C -7.50920 3.66419 2.65626
10 O -7.04116 3.08551 5.17797
11 P -2.10071 2.05086 3.62194
12 S -0.53269 0.88524 3.96850
13 H -4.06282 2.64244 0.89842
14 H -5.13640 4.33245 1.06885
15 H -3.12507 5.66720 -0.08258
16 H -0.84650 3.60529 0.80719
17 H -0.75653 5.49184 0.86425
18 H -1.08531 4.43415 5.31616
19 H 0.42756 3.81842 3.28227
20 H -0.52200 6.15323 3.56609
21 H -3.79244 5.98670 2.94108
22 H -3.26060 6.11151 4.74380
23 H -4.66798 3.37885 3.55172
24 H -4.24589 3.81834 5.40432
25 H -6.92567 2.80952 2.06528
26 H -7.50603 4.62611 1.96903
27 H -8.60232 3.29509 2.86157
28 H -3.02547 1.83317 4.74243
29 H -2.79760 1.63873 2.39755
30 C 1.02922 -0.80946 -0.99038
31 C 0.09725 0.36080 -0.74610
32 C -1.11600 0.34963 -1.62656
33 O -1.43461 1.72479 -1.73372
34 C -0.26424 2.40837 -1.56570
35 O -0.11545 3.59407 -1.80077
36 O 0.72436 1.58335 -1.10035
37 H 1.49599 -0.74385 -1.97887
38 H 1.84484 -0.79954 -0.25976
39 H 0.50154 -1.76409 -0.90747
40 H -0.17818 0.41260 0.31421
41 H -1.94632 -0.20470 -1.18001
42 H -0.92469 -0.04282 -2.63161
43 C 3.89696 3.85357 -0.83657
44 C 4.66611 2.79712 -0.06840
45 C 6.13316 2.78678 -0.37658
46 O 6.49005 1.43694 -0.14290
47 C 5.36481 0.69464 -0.36221
48 O 5.34466 -0.51914 -0.46024
49 O 4.25905 1.49588 -0.46140
50 H 3.87704 3.62768 -1.90796
51 H 2.85396 3.87583 -0.50373
52 H 4.32880 4.84780 -0.68938
53 H 4.48400 2.90172 1.00803
54 H 6.69866 3.45414 0.27989
55 H 6.36381 3.03244 -1.41927
56 C 6.12263 -2.83730 -1.93505
57 C 7.00681 -3.32081 -3.06739
58 C 6.53610 -4.60344 -3.68433
59 O 7.73888 -5.17917 -4.15964
60 C 8.73927 -4.70170 -3.36182
61 O 9.87553 -5.13955 -3.33986
62 O 8.29584 -3.66540 -2.58465
63 H 6.18087 -3.50989 -1.07277
64 H 6.46029 -1.85538 -1.58725
65 H 5.07901 -2.75251 -2.25175
66 H 7.12355 -2.53313 -3.82154
67 H 5.83767 -4.43427 -4.50877
68 H 6.07965 -5.29376 -2.96611
69 C -2.76240 -4.89264 -2.76656
70 C -2.37949 -3.56844 -3.39716
71 C -1.83274 -3.70642 -4.78617
72 O -0.97344 -2.58662 -4.89431
73 C -0.55998 -2.29109 -3.62664
74 O 0.34654 -1.52429 -3.35548
75 O -1.29760 -2.97426 -2.69728
76 H -1.87840 -5.51019 -2.57560
77 H -3.23912 -4.72282 -1.79545
78 H -3.45742 -5.45066 -3.40074
79 H -3.22792 -2.87407 -3.36815
80 H -2.61811 -3.66437 -5.54614
81 H -1.24005 -4.61587 -4.93566
82 C -0.45155 -5.43359 1.89908
83 C -1.31448 -4.21035 1.66075
84 C -2.41023 -4.04867 2.67095
85 O -3.40613 -3.35655 1.94076
86 C -3.22731 -3.69023 0.62853
87 O -4.02425 -3.45168 -0.26100
88 O -2.03285 -4.33325 0.44329
89 H -1.01802 -6.35591 1.73249
90 H 0.38324 -5.44876 1.19054
91 H -0.04437 -5.44324 2.91434
92 H -0.69022 -3.31068 1.59996
93 H -2.09093 -3.46309 3.53771
94 H -2.83037 -4.99937 3.01794

E_HOMO   -4.496 eV
LUMO level   1.4605 eV
Frontier orbital gap   5.96 eV
Strongest force on any atom   8.76 eV/A
Total charge   -1
DFT total energy   -85233.411 eV

=====

Computed, not measured: a structure of composition C17H31CuN2O2P2 at a distorted geometry, with the ωB97M-V functional and the def2-TZVPD basis.

Cartesian coordinates (Å):
1 Cu -0.38178 0.40155 0.03138
2 P 0.83250 1.14901 -1.62747
3 C 1.87057 -0.28263 -1.88588
4 C 1.82694 -1.29318 -0.88222
5 N 0.77946 -1.25814 0.01847
6 C 0.57294 -2.23586 0.91900
7 C 1.53083 -3.22939 1.11480
8 C 2.65918 -3.25943 0.29789
9 C 2.78329 -2.34587 -0.74269
10 C -0.67635 -2.11466 1.76167
11 P -2.02257 -1.16372 0.89051
12 H 3.61849 -2.36275 -1.43933
13 H 1.36659 -3.95507 1.92106
14 H 3.43077 -4.01910 0.45553
15 H -1.08258 -3.11364 1.98873
16 H -0.45550 -1.60354 2.71806
17 H 0.87810 -1.74600 -3.62641
18 H 2.65060 -0.33198 -2.63506
19 H -1.51261 -1.66532 -3.61748
20 O 0.13298 -2.08325 -4.14684
21 H 0.53244 -2.56696 -4.89232
22 H -1.99508 -0.27253 -0.33901
23 O -2.27672 -1.13967 -3.27796
24 H -2.71529 -1.70540 -2.63141
25 C -2.86668 -2.49065 0.00209
26 H -3.12018 -3.25592 0.74036
27 H -3.76965 -2.07131 -0.45432
28 H -2.20647 -2.89286 -0.77079
29 C -3.09436 -0.68223 2.25241
30 H -4.02436 -0.24344 1.86242
31 H -3.32721 -1.60343 2.80533
32 H -2.58544 0.02741 2.91497
33 C 2.01589 2.45654 -1.11943
34 H 2.78201 2.60033 -1.89299
35 H 1.47798 3.40150 -0.96289
36 H 2.50105 2.17012 -0.17844
37 C 0.25288 1.70374 -3.25225
38 H -0.24774 2.67523 -3.14117
39 H 1.09997 1.81664 -3.93652
40 H -0.46249 0.97000 -3.64082
41 C 1.70947 0.63615 2.81041
42 C 0.88394 1.78326 2.41325
43 C 0.93125 3.07175 2.98751
44 C 0.02424 3.87256 2.27432
45 C -0.56151 3.03999 1.29068
46 C -1.53234 3.45709 0.27029
47 N -0.05377 1.77266 1.40990
48 H 2.77148 0.91049 2.82007
49 H 1.59388 -0.19296 2.10988
50 H 1.44736 0.29625 3.82160
51 H 1.58376 3.33516 3.80727
52 H -0.20998 4.91799 2.39245
53 H -2.43153 3.88722 0.73495
54 H -1.10500 4.22594 -0.38902
55 H -1.82366 2.60229 -0.35453

E_HOMO (spin up / spin down)   -8.704 / -8.704 eV
LUMO level (spin up / spin down)   -3.1512 / -5.2316 eV
Relative energy (zero: lowest compared OMol25 entry of this formula, charge and spin)   1.1474 eV
Frontier orbital gap (spin up / spin down)   5.55 / 3.47 eV
Strongest force on any atom   2.28 eV/A
Total charge   +1
2S+1   2
DFT total energy   -88417.371 eV

=====

Computed, not measured: an isolated molecule of C4H6ClPS at a distorted geometry, with the ωB97M-V functional and the def2-TZVPD basis.

Cartesian coordinates (Å):
1 S 2.39369 -1.71990 0.05067
2 P 1.40938 -0.05766 0.01914
3 Cl 2.55726 1.56841 -0.01591
4 C 0.13152 0.17686 -1.31792
5 C -1.11286 -0.38505 -0.71298
6 C -1.27839 -0.32740 0.60566
7 C -0.24569 0.28911 1.45108
8 H 0.41384 -0.33580 -2.23792
9 H 0.05662 1.25097 -1.51380
10 H -1.83099 -0.86397 -1.35987
11 H -2.14071 -0.76272 1.08945
12 H -0.30374 1.36795 1.54866
13 H -0.04992 -0.20080 2.39375

E_HOMO   -8.859 eV
LUMO level   0.5419 eV
Structure (SMILES)   S=P1(Cl)CC=CC1
Relative energy (zero: lowest compared OMol25 entry of this formula, charge and spin)   0.2428 eV
Frontier orbital gap   9.40 eV
Strongest force on any atom   3.12 eV/A
DFT total energy   -36892.004 eV